Density functional theory data (ωB97M-V with the def2-TZVPD basis set) for C41H52CoGeN3O5SSeSi as an isolated structure in a non-equilibrium geometry.

The value obtained for the LUMO energy (spin up / spin down) is -1.62 / -2.03 eV. Its HOMO energy (spin up / spin down) is -6.74 / -7.10 eV. The frontier orbital gap (spin up / spin down) comes out at 5.112 / 5.068 eV. Its multiplicity is 5.

```
106
Properties=species:S:1:pos:R:3:forces:R:3
Co -0.54996 -1.51775 0.16682 2.068 3.742 -0.186
C -0.39364 -2.70152 -4.28361 -1.099 1.517 -1.789
C -1.25038 -2.97214 -3.13447 0.226 -1.148 1.668
C -2.50633 -3.60160 -3.17222 0.283 0.996 -0.326
C -3.19375 -3.84786 -2.00003 -0.443 -0.644 -0.826
C -2.73689 -3.30450 -0.79301 1.408 0.571 0.172
C -3.64550 -3.29023 0.31111 -0.194 -0.907 1.095
C -3.33409 -3.29920 1.65766 -0.639 0.012 -1.696
C -2.19004 -2.81095 2.29568 0.011 -0.707 1.098
C -1.30443 -1.90938 1.83242 0.624 0.042 0.762
S -0.41188 -1.00680 3.00027 -1.128 0.969 -1.620
C -1.39944 -2.78054 -0.82546 -2.663 -1.525 -1.876
N -0.68477 -2.71261 -1.94362 -0.873 0.446 1.675
H -0.11473 -3.55061 -4.88532 -0.003 -0.512 -0.031
H 0.47868 -2.15728 -3.97621 0.402 0.221 0.153
H -1.00839 -2.02844 -4.95179 0.800 -0.520 0.322
H -2.96269 -3.66466 -4.15667 -0.015 -0.762 0.175
H -4.09348 -4.51457 -2.03534 0.593 1.130 0.141
H -4.67267 -3.49648 -0.02392 0.379 -0.124 0.600
H -4.07437 -3.64938 2.34274 -0.677 -0.109 0.203
H -2.05541 -3.02680 3.37135 -0.584 0.105 -0.549
C -5.58375 2.58594 -1.60821 -1.346 -0.539 0.000
Si -4.39135 1.15723 -1.28247 1.791 -0.011 0.375
C -4.45310 -0.27091 -2.52612 -0.710 -0.074 0.354
C -4.94774 0.56201 0.46160 0.505 -0.534 -0.460
N -2.59577 1.60031 -1.32148 -1.167 -0.842 1.189
C -2.03333 1.96319 -2.55411 0.451 0.319 -0.318
C -2.85030 2.64920 -3.51218 0.892 0.393 0.507
C -2.26903 3.20610 -4.64311 0.773 -0.006 -0.776
C -0.88698 3.03157 -4.90401 -1.099 1.340 -1.237
C -0.18480 2.22970 -4.07750 2.172 -1.122 1.424
C -0.65831 1.70758 -2.88133 -2.599 -0.081 0.013
H -6.52846 2.11644 -1.98754 0.422 0.063 0.613
H -5.41633 3.29902 -2.40162 0.470 0.306 0.089
H -5.83312 3.12344 -0.66831 0.177 -0.297 -0.602
H -5.00808 -1.11127 -2.11129 0.110 -0.232 0.432
H -3.47293 -0.63008 -2.82651 0.188 0.136 0.085
H -5.03130 -0.08065 -3.41205 -0.094 0.504 -0.662
H -5.95072 0.11719 0.36877 0.350 -0.338 -0.232
H -5.16770 1.40068 1.11192 0.507 0.307 0.297
H -4.23904 -0.16812 0.94980 -0.837 0.721 -0.422
H -3.86837 2.95966 -3.27371 0.461 -0.512 -0.174
H -2.87602 3.76239 -5.37046 0.191 -0.105 0.519
H -0.29962 3.55983 -5.69931 -1.148 -0.621 0.482
H 0.86057 2.01335 -4.31865 -0.228 0.115 0.059
H -0.16001 0.99778 -2.23657 0.566 0.311 -0.228
C 1.37072 6.40527 0.51943 1.003 -0.798 -0.097
C 0.54137 5.13038 0.41921 0.658 -1.419 0.901
C 1.13495 3.83252 0.70598 -1.054 2.316 -0.902
C 0.48481 2.62726 0.48251 0.054 0.766 -0.309
C 1.44789 1.46883 0.43824 0.267 -1.296 0.345
C -0.90477 2.65537 0.21949 -0.159 0.004 -0.714
C -1.68817 1.33659 -0.11464 -1.700 2.426 -0.169
O -0.86912 0.32278 -0.30170 1.375 -3.357 -0.119
C -1.55181 3.90220 0.10376 1.149 0.527 0.630
C -3.01047 4.13304 -0.03841 -2.224 -0.587 -0.737
C -0.80355 5.12193 0.13157 -0.464 -0.539 -0.055
H 0.99913 7.27095 -0.04335 -0.152 -0.348 0.307
H 2.39060 6.18588 0.16191 -0.346 0.063 -0.395
H 1.61876 6.66337 1.55260 -0.679 0.219 0.120
H 2.17664 3.80804 0.96910 0.363 0.075 -0.017
H 2.45674 1.94442 0.41478 -0.533 -0.791 0.322
H 1.38338 0.80152 -0.46553 -0.150 0.974 0.947
H 1.30227 0.79990 1.35054 0.452 0.722 -1.085
H -2.33966 1.12310 0.75895 -0.215 0.295 -0.428
H -3.30747 4.04845 -1.12201 0.178 0.094 0.999
H -3.26068 5.15348 0.27485 0.110 -0.169 -0.043
H -3.74144 3.46433 0.53632 1.356 0.585 -0.658
H -1.34180 6.06515 -0.08654 0.383 -0.621 0.229
C 4.40849 -0.20002 3.00607 1.402 -0.783 0.450
Ge 3.35957 -0.08746 4.63788 -0.103 2.369 0.434
C 2.04367 1.48920 4.34489 0.200 -1.376 1.027
C 4.44449 0.10946 6.33849 0.317 0.944 -0.845
C 2.20460 -1.61263 4.88481 -1.157 -0.889 -0.434
Se 1.50265 -2.48803 3.25719 1.660 -1.614 0.980
C 0.64145 -3.93756 4.32387 0.023 0.121 -1.466
H 4.96584 0.71383 2.74760 -0.528 -0.191 0.122
H 3.72222 -0.48766 2.23619 -0.409 0.130 -0.776
H 5.16858 -1.01552 3.03926 -0.481 0.458 0.131
H 2.28489 2.06937 3.47536 0.068 0.029 -0.659
H 2.06594 2.19070 5.18576 -0.063 -0.281 0.045
H 1.02345 1.04810 4.26308 0.672 0.528 -0.050
H 5.51687 0.06472 6.00951 -0.875 0.074 0.482
H 4.25354 -0.71253 7.03361 -0.017 0.251 -0.030
H 4.25327 1.12288 6.81671 0.211 -1.380 -0.519
H 1.27908 -1.27474 5.38209 0.448 -0.153 0.165
H 2.63818 -2.46396 5.41276 0.068 0.318 0.188
H 1.38545 -4.35925 5.00402 -0.267 -0.079 -0.264
H 0.20445 -4.64444 3.58603 0.605 0.197 0.608
H -0.18440 -3.47285 4.82630 -0.257 0.241 0.563
O 1.79105 -0.82601 -1.96238 0.477 -0.675 0.965
C 2.10975 -1.57750 -1.04066 -2.835 0.591 0.385
O 1.36136 -1.84351 0.02862 0.447 0.295 -0.787
C 3.36418 -2.30897 -1.06723 2.800 1.007 -0.967
C 4.53597 -1.58569 -1.37448 -0.937 2.983 1.032
C 5.77650 -2.13144 -1.53072 1.452 0.989 -0.087
C 5.89476 -3.49061 -1.39972 0.007 -0.472 -0.194
C 4.76830 -4.24727 -1.15280 0.049 -1.306 -0.698
C 3.52596 -3.65357 -0.99939 -1.173 -1.506 0.626
N 7.18596 -4.15773 -1.63060 1.581 -1.990 -0.782
O 7.14542 -5.42877 -1.69722 0.470 3.454 0.266
O 8.22417 -3.47393 -1.80083 -2.601 -1.539 0.542
H 4.46853 -0.44613 -1.29369 -0.001 -1.713 -0.636
H 6.66462 -1.49374 -1.74074 -0.832 -0.649 0.244
H 4.83731 -5.33282 -1.27869 0.047 0.446 0.524
H 2.62535 -4.25696 -0.80993 0.592 0.039 -0.152
```
Forces are in eV/Å.



Density functional theory data (ωB97M-V with the def2-TZVPD basis set) for C41H52N5O3PS3SbSn as an isolated structure.

The value obtained for the LUMO energy (spin up / spin down) is -0.02 / -0.60 eV. Its HOMO energy (spin up / spin down) is -6.55 / -6.87 eV. The frontier orbital gap (spin up / spin down) comes out at 6.530 / 6.274 eV. Its multiplicity is 2. The energy above the lowest of the compared OMol25 structures with the same formula, charge and spin is 42.14 kcal per mole.

```
107
Properties=species:S:1:pos:R:3:forces:R:3
Sn -0.18686 0.55395 0.16634 0.025 0.268 0.009
C -1.77910 -1.91702 -7.14146 0.077 0.040 0.065
C -1.34657 -1.29952 -5.82669 -0.171 0.086 -0.076
O 0.01550 -1.62868 -5.57192 0.157 -0.138 -0.088
P 0.57975 -2.01732 -4.08448 0.051 -0.214 0.039
S 2.27878 -1.03024 -1.37417 -0.185 -0.246 -0.356
S -0.24614 -0.56173 -2.87708 0.099 0.105 0.141
O -0.42693 -3.27645 -3.66810 -0.151 0.091 -0.009
C -0.01295 -4.60919 -3.94765 0.054 -0.014 -0.161
C -0.07303 -4.95151 -5.42803 -0.003 0.097 0.125
H -2.80616 -1.62124 -7.36860 0.036 -0.019 -0.023
H -1.73101 -3.00496 -7.08827 -0.013 0.031 -0.032
H -1.12730 -1.58097 -7.94978 -0.042 -0.020 -0.004
H -1.97781 -1.65157 -5.01098 -0.053 -0.034 0.094
H -1.43343 -0.21046 -5.87448 0.012 0.006 0.062
H -0.70246 -5.24865 -3.39353 0.045 -0.024 0.064
H 1.00049 -4.77526 -3.56410 -0.007 0.021 0.024
H -1.08025 -4.77482 -5.80856 0.024 -0.045 -0.013
H 0.18382 -6.00225 -5.57916 0.001 0.027 -0.021
H 0.62198 -4.32797 -5.99250 -0.025 -0.056 -0.031
C -1.31498 2.93527 -2.22262 0.070 -0.249 0.162
C 0.14257 3.27180 -2.14396 0.170 -0.114 0.154
C 0.62569 4.41355 -2.82550 -0.024 0.072 -0.055
C 1.95841 4.67165 -2.85009 0.010 0.033 -0.049
C 2.85196 3.78440 -2.21571 -0.151 -0.180 0.150
C 4.24957 3.97441 -2.27217 0.105 0.028 -0.021
C 5.09402 3.09312 -1.66559 0.064 0.048 -0.025
C 4.56368 1.99609 -0.96384 -0.111 0.006 0.050
C 3.21142 1.78616 -0.88267 -0.059 -0.095 0.155
S 2.67154 0.35340 0.03153 -0.234 0.446 0.188
C 2.29708 2.67986 -1.51483 0.111 0.210 -0.158
N 0.94760 2.46773 -1.47073 -0.052 -0.041 -0.031
H -1.87730 3.70489 -2.74797 0.017 -0.009 0.001
H -1.73073 2.79684 -1.22338 -0.008 0.046 0.032
H -1.41288 1.98229 -2.75365 -0.051 0.059 -0.045
H -0.07718 5.06865 -3.32267 -0.011 -0.044 -0.011
H 2.35027 5.54001 -3.36841 -0.003 -0.027 0.014
H 4.63630 4.83007 -2.81479 -0.025 -0.034 0.003
H 6.16692 3.22335 -1.72447 -0.026 0.022 0.017
H 5.22700 1.29207 -0.47599 -0.012 0.013 -0.044
N -0.47743 1.38497 5.84181 0.035 0.054 0.093
C 0.54199 0.51228 5.89988 -0.190 0.006 -0.285
N 1.10200 0.28736 7.10453 0.000 0.005 -0.011
N 1.01981 -0.15761 4.89123 0.569 -0.235 0.233
C 0.66937 -0.15523 3.63957 -0.198 -0.320 -0.208
N 0.47567 -0.35223 2.50919 -0.122 0.487 0.299
H -0.77023 1.89068 6.65729 -0.061 0.030 -0.034
H -0.90156 1.61319 4.96077 -0.027 0.057 -0.108
H 0.84270 0.80553 7.92135 -0.011 -0.003 0.025
H 1.86730 -0.36049 7.14919 0.013 0.012 -0.015
C -2.22248 2.81244 3.05436 0.049 0.092 -0.053
C -1.26306 3.19220 1.91843 0.240 0.147 0.209
C 0.14177 3.50555 2.45202 -0.079 -0.124 -0.108
C -1.80371 4.42991 1.19501 0.013 -0.159 -0.036
O -1.19693 2.11508 1.03266 0.085 -0.216 -0.393
H -2.19758 3.54170 3.87196 0.008 -0.078 -0.019
H -1.97705 1.80832 3.41530 -0.009 0.023 -0.035
H -3.24367 2.76831 2.67052 0.012 -0.053 0.028
H 0.13186 4.30356 3.20004 0.032 -0.060 -0.021
H 0.77506 3.81390 1.61544 -0.008 0.035 0.044
H 0.59119 2.60136 2.87145 -0.034 0.037 0.133
H -1.92641 5.26896 1.88569 -0.001 -0.022 -0.049
H -2.77097 4.19479 0.74531 0.011 0.051 0.014
H -1.11292 4.72505 0.40101 -0.035 0.013 0.029
C -5.61975 -0.15482 1.64115 0.028 -0.115 0.025
C -5.64730 -1.57583 2.14909 -0.014 0.010 0.002
C -6.78382 -2.05521 2.79782 0.001 -0.016 -0.025
C -6.85304 -3.36251 3.25752 0.007 -0.005 -0.004
C -5.77895 -4.21782 3.06368 -0.030 -0.025 0.011
C -4.64091 -3.75202 2.42000 0.002 -0.005 -0.058
C -4.55993 -2.44068 1.96228 0.211 0.095 0.104
Sb -2.75980 -1.66714 1.02693 -0.528 -0.268 0.002
C -1.54156 -3.43335 1.05203 -0.009 0.145 -0.056
C -1.09093 -3.97902 -0.14884 0.036 0.084 -0.001
C -0.15331 -5.00306 -0.15040 0.032 -0.005 -0.028
C 0.34217 -5.48399 1.05073 -0.042 0.025 0.021
C -0.09278 -4.93300 2.24834 0.008 -0.047 -0.018
C -1.02289 -3.89835 2.27054 -0.067 -0.030 0.015
C -1.43830 -3.29442 3.59011 0.041 -0.031 -0.137
C -3.66554 -1.64044 -0.93166 0.156 0.019 0.048
C -3.65199 -0.37650 -1.52143 -0.042 -0.053 0.016
C -4.27987 -0.13154 -2.73239 0.066 0.066 -0.045
C -4.92591 -1.17073 -3.38032 0.032 0.004 -0.039
C -4.94543 -2.43234 -2.80562 0.002 -0.011 0.036
C -4.33718 -2.68846 -1.57706 0.041 -0.042 0.003
C -4.46093 -4.06734 -0.98311 -0.006 0.106 -0.013
H -6.51991 0.38373 1.93690 0.020 0.002 0.003
H -5.55449 -0.13868 0.55013 -0.013 0.033 0.029
H -4.75037 0.38632 2.02693 -0.029 0.013 -0.018
H -7.62956 -1.39104 2.94208 0.025 -0.009 -0.006
H -7.74564 -3.71254 3.76194 0.015 0.010 -0.015
H -5.82652 -5.24426 3.40764 0.004 0.023 -0.006
H -3.80957 -4.43107 2.25285 -0.038 0.021 0.008
H -1.45278 -3.58566 -1.09582 0.066 -0.011 0.013
H 0.20118 -5.41196 -1.08801 -0.016 0.022 -0.003
H 1.07751 -6.27932 1.05769 -0.015 0.011 0.002
H 0.30594 -5.30654 3.18585 -0.011 0.024 -0.018
H -0.93788 -3.79255 4.42041 0.003 0.020 -0.006
H -2.51614 -3.36896 3.74486 0.048 0.015 0.050
H -1.17166 -2.23558 3.61630 0.000 0.050 0.040
H -3.16077 0.44682 -1.01334 0.081 0.042 0.003
H -4.24251 0.85803 -3.17358 -0.026 -0.034 0.022
H -5.40892 -0.99901 -4.33468 -0.003 -0.031 0.009
H -5.45002 -3.24719 -3.31403 0.002 0.030 -0.001
H -4.67467 -4.80248 -1.75959 0.039 -0.001 0.006
H -5.27901 -4.09505 -0.26048 -0.003 -0.010 0.007
H -3.55187 -4.36074 -0.46033 -0.075 -0.057 -0.008
```
Forces are in eV/Å.



> Which of these has the lowest multiplicity?

C41H52N5O3PS3SbSn



> Among the records above, which one has the lowest multiplicity?

C41H52N5O3PS3SbSn



> The highest multiplicity belongs to which entry?

C41H52CoGeN3O5SSeSi



> Which of these has the highest multiplicity?

C41H52CoGeN3O5SSeSi